13
Properties=species:S:1:pos:R:3 method="wB97M-V/def2-TZVPD" total_energy_ev=-11859.25574 e_above_lowest_kcal_mol=63.3 lumo_energy_ev=0.25 homo_lumo_gap_ev=8.81
C 1.560 -0.743 -0.394
C 0.083 1.245 -0.958
C -1.146 -0.362 -0.030
C 0.671 0.398 0.021
N -1.684 0.101 1.095
O -0.536 1.982 -1.599
O -1.526 -1.190 -0.812
O 0.830 1.190 1.013
H -1.132 0.781 1.615
H -2.502 -0.335 1.494
H 1.131 -1.335 -1.204
H 1.723 -1.375 0.480
H 2.527 -0.356 -0.721

---

64
Properties=species:S:1:pos:R:3 method="wB97M-V/def2-TZVPD" total_energy_ev=-105139.89293 e_above_lowest_kcal_mol=0.0 charge=-1 lumo_energy_ev="2.69 / 2.69" s_squared=0.76 homo_lumo_gap_ev="7.28 / 7.28" spin_multiplicity=2
Co 0.742 0.172 -0.417
S 0.160 3.616 -0.169
C -1.102 2.620 -0.670
N -1.143 1.294 -0.687
C -2.356 0.815 -1.169
C -2.714 -0.528 -1.289
C -3.966 -0.859 -1.781
C -4.877 0.127 -2.157
C -4.540 1.465 -2.038
C -3.286 1.799 -1.545
S -2.593 3.362 -1.268
H -2.009 -1.297 -1.010
H -4.236 -1.904 -1.877
H -5.850 -0.152 -2.542
H -5.241 2.240 -2.322
F -0.611 -5.154 -0.570
C -0.263 -4.018 -1.226
C 0.012 -2.881 -0.496
C 0.374 -1.680 -1.117
C 0.470 -1.716 -2.533
C 0.169 -2.883 -3.221
F 0.226 -2.930 -4.579
C -0.205 -4.059 -2.602
C 0.911 -0.463 -3.170
C 1.120 -0.234 -4.527
C 1.581 1.006 -4.939
C 1.838 1.989 -4.003
C 1.613 1.697 -2.670
N 1.144 0.516 -2.276
H -0.088 -2.977 0.578
H -0.430 -4.951 -3.168
H 0.929 -1.011 -5.245
H 1.746 1.193 -5.993
H 2.217 2.962 -4.280
H 1.798 2.415 -1.886
C 4.797 -0.420 0.285
C 3.785 0.492 -0.408
O 4.098 1.057 -1.453
O 2.657 0.572 0.203
H 5.755 -0.400 -0.230
H 4.407 -1.440 0.297
H 4.927 -0.107 1.323
C -1.027 -0.546 1.862
N -1.262 -0.690 3.295
C -1.013 0.606 3.932
N 0.354 1.072 3.708
C 0.570 1.192 2.269
N 0.362 -0.113 1.566
C 1.309 -1.087 2.180
N 1.085 -1.237 3.613
C -0.300 -1.654 3.830
C 1.274 0.072 4.242
H -1.705 0.202 1.453
H -1.215 -1.496 1.366
H -1.185 0.509 5.007
H -1.710 1.340 3.525
H 1.587 1.519 2.058
H -0.120 1.921 1.849
H 2.312 -0.717 1.985
H 1.191 -2.049 1.689
H -0.474 -1.768 4.903
H -0.460 -2.620 3.344
H 2.299 0.402 4.066
H 1.110 -0.024 5.319